Entry 1:
This record from the OMol25 dataset describes a cluster of 2 separate species, C4H13NO3P in total. The level of theory is the ωB97M-V functional and the def2-TZVPD basis.

Atoms and positions in Å:
P1 2.46135 0.46924 -0.20774
O1 -1.99456 -3.17336 -1.80484
O2 -0.28544 -3.22495 -0.49907
O3 -1.62627 -4.90553 -0.58290
N1 -1.30207 -3.76796 -0.96225
C1 -0.35749 0.96166 0.07930
C2 -0.44513 2.48557 0.68129
C3 0.83893 0.03388 0.70846
C4 -1.81608 0.14549 0.13842
H1 -0.71108 2.55646 1.81912
H2 0.55425 -1.09195 0.48019
H3 -2.50705 0.62447 -0.69114
H4 3.22274 -0.57419 0.43040
H5 -0.13149 1.07078 -1.08765
H6 3.61326 0.93811 -0.98869
H7 -2.32820 0.35735 1.16923
H8 -1.33833 3.01934 0.09602
H9 2.40669 1.77848 0.45464
H10 0.57294 3.04058 0.40111
H11 0.95757 0.10876 1.87867
H12 -1.59940 -1.01022 -0.05573
H13 1.81488 0.15800 -1.45683

Force components x, y, z for each atom (eV/Å):
P -0.90 0.20 0.60
O -0.24 0.33 -0.30
O 0.65 0.46 0.34
O -0.05 -0.33 0.14
N -0.34 -0.34 -0.11
C -0.47 -0.60 -0.11
C -0.35 -0.06 -1.21
C -1.52 -0.88 0.26
C 0.78 0.81 -0.21
H 0.78 -0.31 -2.10
H 0.58 2.11 0.34
H 1.28 -1.21 1.61
H -0.11 0.40 -0.25
H -0.35 -0.17 2.38
H 0.22 -0.15 0.21
H 0.98 -0.64 -1.79
H 1.97 -0.97 1.24
H 0.33 -0.42 -0.39
H -2.32 -1.00 0.92
H -0.28 0.18 -2.13
H -0.74 2.59 0.35
H 0.10 0.02 0.22

Output
- net charge = -1
- M (Da) = 154.13
- ΔE to the lowest compared entry with this formula, charge and spin (kcal/mol) = 0.0
- DFT total energy (Ha) = -781.8088
- 2S+1 = 1



Entry 2:
This record from the OMol25 dataset describes a cluster of 2 separate species, C3H9NO2 in total. The level of theory is the ωB97M-V functional and the def2-TZVPD basis.

Atoms and positions in Å:
O1 0.76733 -0.98765 1.03438
O2 1.39539 0.06524 3.73485
N1 -1.86619 0.20346 -1.07204
C1 -0.27915 -0.57720 0.60180
C2 0.53745 0.10113 -1.71940
C3 -0.44306 0.30174 -0.61729
H1 -0.39598 1.31875 -0.19659
H2 0.37116 -0.86159 -2.19805
H3 -1.96872 0.95364 -1.74768
H4 0.65529 0.99415 -2.33411
H5 2.08208 0.40558 3.14818
H6 -1.97888 -0.67763 -1.56675
H7 1.57726 0.03738 -1.35899
H8 0.82004 -0.51186 3.23217
H9 -1.27403 -0.76515 1.05952

Force components x, y, z for each atom (eV/Å):
O -0.32 0.03 -0.05
O 0.20 0.44 0.59
N 0.95 0.05 0.28
C -0.19 0.06 -0.31
C 2.07 0.12 0.44
C -1.40 0.41 0.29
H 0.32 -0.10 -0.03
H -0.21 0.30 -0.61
H -0.37 -0.21 -0.08
H -0.79 -0.37 -0.65
H -0.37 -0.35 -0.09
H -0.11 0.14 -0.12
H -0.30 -0.25 0.48
H 0.24 -0.10 -0.46
H 0.28 -0.19 0.33

Output
- M (Da) = 91.11
- ΔE to the lowest compared entry with this formula, charge and spin (kcal/mol) = 35.9
- SMILES = C[C@@H](N)C=O.O
- DFT total energy (Ha) = -324.9154
- 2S+1 = 1



Entry 3:
This record from the OMol25 dataset describes a structure of composition C6H3N. The level of theory is the ωB97M-V functional and the def2-TZVPD basis.

Atoms and positions in Å:
N1 0.75466 1.31727 0.70555
C1 -0.40752 -0.45600 -0.09938
C2 -1.44683 0.05361 1.59362
C3 -0.31407 0.63412 0.96858
C4 -1.73377 -0.59188 0.25862
C5 0.81904 -0.48772 -0.82448
C6 1.42948 0.65303 -0.31813
H1 1.22350 -1.13102 -1.66819
H2 -2.72044 -0.90323 -0.14929
H3 2.39596 0.91182 -0.46691

Force components x, y, z for each atom (eV/Å):
N 0.63 1.46 0.42
C -0.79 -0.66 -0.65
C -1.05 -0.51 0.67
C 1.04 -1.76 -2.83
C 0.09 1.08 0.53
C -0.31 -0.11 -0.62
C -2.74 -1.49 1.78
H -0.78 0.81 1.53
H 1.13 -0.03 0.13
H 2.76 1.19 -0.95

Output
- M (Da) = 89.10
- ΔE to the lowest compared entry with this formula, charge and spin (kcal/mol) = 44.4
- DFT total energy (Ha) = -284.9469
- 2S+1 = 1



Entry 4:
This record from the OMol25 dataset describes a cluster of 2 separate species, C2H2NO2S2 in total. The level of theory is the ωB97M-V functional and the def2-TZVPD basis.

Atoms and positions in Å:
S1 2.37662 0.36799 -0.95880
S2 1.93325 -3.98336 -1.77852
O1 1.85228 -1.92217 0.28511
O2 -0.67970 -4.32041 -1.48076
N1 0.08712 -0.67244 -0.58958
C1 0.43733 -4.10671 -1.58580
C2 1.42396 -0.99738 -0.35803
H1 -0.82090 -1.13934 -0.42379
H2 0.10500 0.18069 -1.01413

Force components x, y, z for each atom (eV/Å):
S 0.57 -0.22 -0.23
S 2.21 0.33 -0.38
O -0.34 -1.43 0.47
O -2.24 0.03 0.38
N -1.06 -2.91 1.03
C 0.05 -0.55 -0.20
C 0.08 2.22 0.21
H 1.44 -0.02 0.15
H -0.71 2.53 -1.42

Output
- net charge = -1
- M (Da) = 136.18
- ΔE to the lowest compared entry with this formula, charge and spin (kcal/mol) = 10.5
- DFT total energy (Ha) = -1079.1021
- 2S+1 = 1



Entry 5:
This record from the OMol25 dataset describes a cluster of 2 separate species, C24H26N2O4 in total. The level of theory is the ωB97M-V functional and the def2-TZVPD basis.

Atoms and positions in Å:
O1 1.09566 -3.11333 0.50696
O2 -1.49694 -3.33619 3.60568
O3 -0.63490 -4.23156 1.48466
O4 -0.49355 -1.46696 4.43518
N1 3.20284 0.24103 -1.13714
N2 -4.40658 1.70393 -1.20602
C1 -1.25796 -4.49166 2.76655
C2 5.58059 1.18339 -1.22120
C3 2.10498 2.22114 -1.11759
C4 -0.78600 1.82028 -0.37771
C5 -2.62576 -5.12468 2.48484
C6 1.06322 3.16336 -1.33108
C7 5.63494 3.59540 -1.13218
C8 -2.10274 1.46111 -0.36572
C9 3.52566 2.48717 -1.11959
C10 1.96726 0.82924 -1.10355
C11 -2.59692 3.20376 -1.96251
C12 4.26376 3.67524 -1.09349
C13 -1.28091 3.57285 -1.97866
C14 3.41095 -1.18889 -1.32614
C15 0.31983 -3.24517 1.45159
C16 0.40271 -2.33993 2.53270
C17 6.28867 2.35974 -1.20953
C18 -0.36466 -5.46000 3.54239
C19 -4.86669 0.60994 -2.06139
C20 -3.03624 2.12223 -1.17996
C21 -0.31794 2.85948 -1.22165
C22 -5.42804 2.34837 -0.38293
C23 4.18620 1.24367 -1.15916
C24 -0.54273 -2.35023 3.58211
H1 1.04284 0.28557 -1.19114
H2 -2.44867 0.67834 0.28569
H3 -0.09781 1.35043 0.30402
H4 6.22203 4.49695 -1.09434
H5 0.59799 -4.99345 3.73474
H6 -6.20081 2.78379 -1.01383
H7 1.34066 4.12565 -1.73217
H8 3.75951 4.62310 -1.02261
H9 1.15020 -1.56959 2.51255
H10 2.95332 -1.74579 -0.51120
H11 2.94561 -1.50343 -2.25776
H12 -5.61632 0.97312 -2.76255
H13 -3.13462 -5.36675 3.41667
H14 -4.03004 0.20427 -2.62619
H15 -3.24038 -4.41358 1.93641
H16 -5.88255 1.62056 0.28715
H17 -0.81803 -5.71242 4.49858
H18 -0.19538 -6.36979 2.97039
H19 -0.95605 4.39223 -2.59772
H20 6.07877 0.23148 -1.27922
H21 -3.31763 3.72087 -2.57037
H22 -2.51922 -6.02443 1.88092
H23 7.36536 2.33004 -1.26163
H24 -4.97824 3.13788 0.21535
H25 4.47067 -1.42179 -1.36905
H26 -5.29987 -0.18598 -1.45817

Force components x, y, z for each atom (eV/Å):
O -0.17 -1.06 -1.50
O -0.22 -0.46 -0.72
O -0.53 0.11 0.30
O -1.29 -0.70 0.56
N -1.98 0.90 -0.16
N 0.46 0.24 0.02
C 0.08 -0.43 0.35
C -0.66 -0.73 0.02
C -1.17 2.05 -0.10
C 0.63 0.49 -0.24
C 0.30 0.54 -0.13
C 1.23 -1.91 0.04
C 0.27 -0.08 -0.01
C -0.73 0.01 -0.28
C 0.68 0.04 -0.20
C 1.83 -1.27 -0.18
C -0.49 -0.39 0.21
C -0.40 -0.55 0.05
C 0.81 -0.08 0.36
C -0.08 -0.39 0.10
C 1.09 1.95 1.32
C -1.24 -1.54 -0.31
C -0.11 0.34 -0.01
C 0.11 0.21 -0.07
C 0.57 0.52 0.50
C -0.67 -0.32 -0.05
C -0.87 -0.15 0.20
C 0.75 -0.14 -0.44
C -0.07 1.00 0.13
C 1.83 1.59 -0.13
H 0.19 -0.46 0.04
H -0.05 -0.20 0.14
H 0.06 -0.11 0.19
H 0.10 0.16 -0.04
H 0.10 0.09 0.01
H -0.24 0.12 -0.03
H 0.12 0.28 0.10
H -0.04 0.24 0.00
H 0.07 0.04 0.04
H -0.14 -0.07 0.13
H 0.01 0.02 -0.04
H -0.16 -0.01 -0.16
H 0.13 0.00 0.05
H 0.01 -0.03 -0.01
H -0.03 0.06 -0.04
H -0.13 -0.06 0.15
H -0.10 0.02 0.01
H -0.07 -0.03 -0.09
H 0.07 0.17 -0.16
H 0.19 -0.15 0.03
H -0.17 0.13 -0.12
H 0.13 0.00 0.04
H 0.10 -0.01 0.03
H -0.01 0.02 0.03
H 0.02 0.19 0.04
H -0.10 -0.19 0.02

Output
- M (Da) = 406.48
- ΔE to the lowest compared entry with this formula, charge and spin (kcal/mol) = 115.7
- DFT total energy (Ha) = -1340.5210
- 2S+1 = 1



Entry 6:
This record from the OMol25 dataset describes a cluster of 2 separate species, C3H5Br2P in total. The level of theory is the ωB97M-V functional and the def2-TZVPD basis.

Atoms and positions in Å:
Br1 -0.04131 -1.43614 2.59982
Br2 1.40128 -2.49383 -0.39554
P1 1.50871 -0.90673 1.09702
C1 0.99369 1.58178 0.08158
C2 0.61672 0.35015 0.22228
C3 -1.58647 -0.39552 -0.89253
H1 0.51280 2.33345 -0.60624
H2 1.74559 2.18480 0.69676
H3 -1.71026 -1.38891 -1.20759
H4 -2.25343 -0.09668 -0.08902
H5 -1.18732 0.26763 -1.50654

Force components x, y, z for each atom (eV/Å):
Br -0.13 -0.20 0.02
Br -0.08 -0.55 -0.35
P 0.15 0.47 0.63
C 0.22 3.50 -0.17
C -1.05 -1.45 -0.47
C -0.47 -1.11 3.74
H 0.03 -1.09 0.55
H -0.51 -1.51 -0.67
H 0.33 -1.22 -0.30
H 0.28 0.23 -0.18
H 1.23 2.92 -2.79

Output
- M (Da) = 231.86
- ΔE to the lowest compared entry with this formula, charge and spin (kcal/mol) = 85.6
- DFT total energy (Ha) = -5606.5586
- 2S+1 = 1



Entry 7:
This record from the OMol25 dataset describes the ion C7H12N3 with charge +1. The level of theory is the ωB97M-V functional and the def2-TZVPD basis.

Atoms and positions in Å:
N1 -0.97537 0.69655 0.14126
N2 -0.63657 -1.50542 -0.07655
N3 1.30587 -0.12352 0.75547
C1 -0.71149 2.06758 0.12907
C2 2.57559 -0.26222 -1.08824
C3 -2.08295 -1.36947 0.03149
C4 2.40128 -0.94818 0.20671
C5 2.45112 0.53492 0.20770
C6 -2.33925 0.12661 0.13597
C7 -0.08848 -0.33803 0.22681
H1 -0.15319 -2.29775 0.28949
H2 -2.92325 0.39607 1.09059
H3 -2.60244 -2.16099 0.69646
H4 -2.63781 -1.71488 -0.86961
H5 -1.48259 2.73813 -0.24862
H6 2.98199 -1.59570 0.87687
H7 3.45715 -0.33029 -1.57870
H8 1.71784 -0.26185 -1.68839
H9 3.15650 1.09282 0.82263
H10 0.11380 2.30403 -0.45965
H11 -0.63673 2.50122 1.11050
H12 -2.89101 0.45037 -0.71130

Force components x, y, z for each atom (eV/Å):
N 0.05 -3.79 0.20
N 0.45 0.43 1.05
N -3.18 -2.14 -0.86
C -0.69 2.18 0.99
C -1.88 0.46 2.34
C -2.66 -2.59 -1.03
C -0.08 -0.18 1.58
C 0.44 -0.22 -0.76
C -0.42 0.16 2.41
C 2.19 4.19 0.07
H 0.13 -0.78 0.00
H 0.98 -0.14 -1.35
H 1.34 1.87 0.19
H 1.10 0.26 -0.17
H -0.67 -0.90 -0.61
H -0.27 0.36 -0.70
H 2.80 -0.09 -1.28
H -1.11 0.15 -1.08
H -0.51 0.09 -0.40
H 1.71 0.25 -0.74
H 0.67 -0.14 0.81
H -0.41 0.55 -0.66

Output
- net charge = +1
- M (Da) = 138.19
- ΔE to the lowest compared entry with this formula, charge and spin (kcal/mol) = 107.1
- SMILES = CN1CC[NH+]=C1N1[C@@H]2C[C@@H]21
- DFT total energy (Ha) = -437.8276
- 2S+1 = 1



Entry 8:
This record from the OMol25 dataset describes a cluster of 9 separate species, C22H29N9O2 in total. The level of theory is the ωB97M-V functional and the def2-TZVPD basis.

Atoms and positions in Å:
O1 -0.39970 -0.01829 2.75060
O2 -1.38613 1.59328 1.73928
N1 1.56654 0.50928 -0.20075
N2 -0.50861 1.14703 2.44412
N3 -3.13635 1.57726 -2.57236
N4 2.90463 -3.90215 -1.14390
N5 5.23918 3.43092 1.29814
N6 -2.33415 -2.46095 -2.95196
N7 -0.34393 3.85496 -4.25857
N8 -1.30268 -0.92757 5.60197
N9 -0.01489 -4.66512 -6.23598
C1 1.45193 -3.32625 0.94744
C2 0.47838 2.07471 2.95401
C3 0.19482 -4.40112 -5.14455
C4 0.60806 -0.07148 -0.47397
C5 1.08201 2.94779 2.09573
C6 1.70209 2.91837 4.82147
C7 2.26483 -3.64987 -0.22529
C8 0.76850 2.03390 4.30470
C9 -2.40703 -2.41065 3.77535
C10 -3.20665 -1.15447 -5.03768
C11 -3.51390 1.96824 -1.56209
C12 -0.05291 2.80228 -3.92387
C13 -4.00319 2.49770 -0.29201
C14 0.24043 1.44479 -3.48250
C15 -2.72533 -1.88465 -3.87029
C16 2.02442 3.80996 2.60403
C17 -0.57468 -0.86103 -0.77119
C18 2.36565 3.77676 3.95735
C19 4.86885 2.35897 1.45790
C20 0.43581 -4.03306 -3.74755
C21 -1.78002 -1.59449 4.80095
C22 4.39921 0.99404 1.64345
H1 -0.11141 1.38944 -2.45285
H2 -0.29454 0.72672 -4.09767
H3 0.27723 1.30152 4.93930
H4 4.09529 0.62017 0.66537
H5 -5.05129 2.77189 -0.38971
H6 3.50217 0.99801 2.25960
H7 -1.33067 -0.29023 -1.30260
H8 -0.98580 -1.19505 0.18529
H9 1.97291 2.88993 5.86832
H10 1.47929 -4.21638 -3.49289
H11 -1.75221 -2.44436 2.90482
H12 0.43945 -3.69407 0.79370
H13 1.86768 -3.87261 1.79875
H14 -0.32484 -1.75126 -1.34443
H15 0.89035 2.95673 1.03180
H16 5.19677 0.39103 2.06308
H17 2.49263 4.54799 1.96914
H18 -0.20746 -4.67547 -3.15065
H19 -2.39693 -1.10437 -5.76777
H20 0.22362 -2.98109 -3.59944
H21 -4.03288 -1.69313 -5.49485
H22 1.29901 1.20050 -3.46054
H23 -3.94014 1.71032 0.46223
H24 -3.40332 3.33742 0.04268
H25 3.18696 4.41136 4.26748
H26 -2.65088 -3.39539 4.15346
H27 -3.50382 -0.15295 -4.74322
H28 1.46261 -2.26350 1.17232
H29 -3.30498 -1.90225 3.41732

Force components x, y, z for each atom (eV/Å):
O 0.02 -0.57 0.05
O -0.40 0.13 -0.48
N -0.55 -0.25 -0.16
N 0.04 -0.02 -0.07
N 0.09 -0.22 -0.04
N -0.07 -0.01 -0.02
N 0.08 0.31 -0.01
N -0.20 0.32 -0.43
N -0.09 0.61 -0.16
N 0.06 0.03 0.09
N -0.14 -0.19 -0.66
C 0.27 -0.58 0.15
C 0.10 -0.15 0.74
C 0.18 0.46 0.67
C 0.66 0.22 0.15
C 0.15 0.55 -0.85
C 0.44 -0.12 -0.19
C -0.08 0.27 0.04
C -0.19 -0.32 0.39
C -0.08 0.52 -0.47
C 0.28 -0.21 -0.08
C -0.01 0.28 0.08
C 0.25 -0.62 -0.07
C -0.09 -0.53 0.13
C -0.14 0.11 0.46
C 0.12 -0.26 0.46
C 0.35 0.43 0.58
C -0.14 -0.28 0.41
C -0.01 0.15 -0.54
C -0.03 -0.13 0.10
C 0.27 -0.50 -0.44
C -0.04 0.07 0.15
C -0.22 0.22 -0.45
H -0.10 -0.19 -0.09
H -0.06 -0.03 0.01
H -0.01 0.09 -0.08
H 0.10 -0.17 0.07
H 0.04 0.17 -0.06
H 0.09 -0.06 0.21
H -0.01 0.07 -0.06
H -0.12 0.09 -0.08
H -0.13 -0.04 0.01
H -0.03 -0.06 0.04
H 0.13 -0.28 0.13
H -0.08 0.15 -0.03
H -0.06 0.15 -0.02
H 0.07 0.09 -0.14
H -0.29 -0.12 0.05
H -0.06 -0.15 0.11
H 0.16 -0.20 -0.15
H -0.01 0.27 0.30
H -0.06 0.08 0.02
H -0.22 0.03 0.10
H -0.09 0.04 0.05
H 0.09 0.22 -0.22
H 0.08 0.09 -0.03
H 0.01 0.10 -0.09
H -0.20 0.04 0.30
H 0.01 -0.14 -0.05
H -0.05 0.10 0.02
H -0.02 0.08 -0.11
H -0.09 -0.14 0.23

Output
- M (Da) = 451.53
- ΔE to the lowest compared entry with this formula, charge and spin (kcal/mol) = 55.1
- SMILES = O=[N+]([O-])c1ccccc1.CC#N.CC#N.CC#N.CC#N.CC#N.CC#N.CC#N.CC#N
- DFT total energy (Ha) = -1498.8380
- 2S+1 = 1